A 8-piece molecular cluster, C48H105N18O11P5 overall. Source: the Open Molecules 2025 dataset; level of theory: ωB97M-V/def2-TZVPD.

CARTESIAN COORDINATES (ANGSTROEM)
C1 5.2841 0.7326 9.7973
N1 4.1413 1.6465 9.7108
C2 3.6250 2.0212 11.0359
P1 3.0981 1.8292 8.3668
O1 2.0624 2.8344 8.5285
N2 4.2440 2.0920 7.0929
C3 5.4535 2.9848 7.3431
C4 3.6615 2.0739 5.7325
N3 2.5354 0.2226 8.1159
C5 3.3110 -0.9601 7.6703
C6 1.1434 -0.0284 8.5181
H1 6.1541 1.2154 10.2423
H2 5.5223 0.3174 8.8181
H3 5.0051 -0.0937 10.4512
H4 2.5458 2.1741 11.0496
H5 4.1790 2.8655 11.4462
H6 3.7480 1.2002 11.7423
H7 5.2206 4.0393 7.1956
H8 5.8754 2.7170 8.3118
H9 6.2204 2.8001 6.5908
H10 4.3084 1.7338 4.9239
H11 2.9169 1.2812 5.8050
H12 3.1388 2.9923 5.4650
H13 2.7679 -1.5910 6.9667
H14 4.2038 -0.5580 7.1914
H15 3.5692 -1.5407 8.5559
H16 1.0121 -0.0241 9.6002
H17 0.9002 -1.0011 8.0905
H18 0.5289 0.7740 8.1098
C7 -9.9118 5.9142 1.5682
N4 -9.5323 5.5030 2.9450
C8 -10.5123 5.8374 3.9010
P2 -8.1201 4.5917 3.1712
O2 -7.0854 4.6250 2.0510
N5 -7.4926 5.1319 4.7048
C9 -7.0808 6.5270 4.9861
C10 -6.5422 4.2623 5.3535
N6 -8.7423 3.0194 3.5616
C11 -9.9190 2.7975 4.4719
C12 -8.0412 1.8195 3.1055
H19 -10.9358 5.5770 1.4075
H20 -9.2105 5.4865 0.8518
H21 -9.9594 7.0009 1.4979
H22 -9.9285 5.8726 4.8208
H23 -11.3996 5.2058 3.9454
H24 -10.8955 6.8377 3.6995
H25 -7.5159 6.9609 5.8864
H26 -6.0182 6.6597 5.1892
H27 -7.4342 7.1277 4.1480
H28 -6.8215 3.2102 5.2976
H29 -5.6347 4.3081 4.7514
H30 -6.2415 4.5420 6.3632
H31 -9.9815 3.6169 5.1880
H32 -10.8119 2.6352 3.8681
H33 -9.8294 1.8938 5.0747
H34 -8.0956 1.8642 2.0178
H35 -8.5666 0.9913 3.5810
H36 -7.0160 1.8364 3.4754
C13 9.2181 5.0092 -8.2981
N7 8.9490 6.0381 -9.2666
C14 7.6144 6.5540 -9.1452
P3 10.2059 7.0338 -9.9880
O3 10.8118 7.9901 -8.9969
N8 11.3551 5.8676 -10.6950
C15 12.6489 6.3344 -11.3335
C16 10.9458 4.5482 -11.2086
N9 9.4561 7.7698 -11.3579
C17 8.9634 6.9644 -12.5091
C18 9.9595 9.0713 -11.6582
H37 8.8406 5.2955 -7.3164
H38 10.2838 4.8010 -8.2035
H39 8.6225 4.1622 -8.6385
H40 6.9619 5.7768 -8.7473
H41 7.0929 6.8474 -10.0563
H42 7.6542 7.3869 -8.4433
H43 13.3992 5.5447 -11.3738
H44 12.6512 6.5053 -12.4100
H45 12.8906 7.2580 -10.8076
H46 11.7098 3.7865 -11.0533
H47 10.2410 4.0710 -10.5277
H48 10.6291 4.5476 -12.2516
H49 8.5643 6.0864 -12.0013
H50 8.1616 7.4927 -13.0250
H51 9.7900 6.7337 -13.1812
H52 9.6130 9.5873 -10.7628
H53 9.5875 9.4470 -12.6114
H54 11.0467 9.1421 -11.6257
C19 -9.6054 -8.6758 6.8164
N10 -9.6444 -7.9709 5.5372
C20 -10.9024 -7.2757 5.3113
P4 -8.6801 -8.4267 4.1925
O4 -8.5359 -7.3313 3.1837
N11 -7.1544 -8.7410 4.9444
C21 -6.4591 -7.6405 5.5815
C22 -6.3328 -9.8525 4.5309
N12 -9.2893 -9.9254 3.5820
C23 -9.6145 -11.1118 4.3718
C24 -9.6822 -10.0069 2.1967
H55 -8.8315 -9.4427 6.8487
H56 -10.5054 -9.2181 7.1063
H57 -9.5253 -7.9505 7.6261
H58 -11.3149 -6.7455 6.1698
H59 -11.6837 -7.9646 4.9903
H60 -10.6113 -6.5182 4.5836
H61 -5.3843 -7.8074 5.5099
H62 -6.6890 -6.6961 5.0881
H63 -6.7825 -7.5256 6.6160
H64 -5.7583 -10.1176 5.4185
H65 -6.8318 -10.7490 4.1629
H66 -5.6814 -9.5062 3.7285
H67 -9.7348 -10.9166 5.4374
H68 -10.5806 -11.4512 3.9984
H69 -8.8445 -11.8510 4.1510
H70 -9.1622 -9.2958 1.5547
H71 -10.7071 -9.6364 2.1786
H72 -9.6169 -11.0201 1.8003
C25 -5.1103 3.4082 -9.3584
N13 -3.8113 4.0597 -9.2808
C26 -2.7265 3.2041 -8.7680
P5 -3.4970 5.7744 -9.5299
O5 -2.2422 6.4643 -9.1480
N14 -3.7661 5.8997 -11.2618
C27 -4.8268 5.1908 -12.1009
C28 -3.2348 7.0418 -11.9604
N15 -4.9294 6.5232 -8.8325
C29 -5.1516 6.2909 -7.3950
C30 -5.4359 7.7410 -9.3286
H73 -4.9707 2.6072 -10.0843
H74 -5.9550 3.9956 -9.7183
H75 -5.2835 3.0274 -8.3519
H76 -2.6925 3.2539 -7.6796
H77 -1.8144 3.5302 -9.2679
H78 -2.9277 2.1729 -9.0583
H79 -4.5059 4.1518 -12.0254
H80 -5.8300 5.2405 -11.6775
H81 -4.7673 5.4687 -13.1532
H82 -2.4140 6.7422 -12.6121
H83 -3.9837 7.6169 -12.5049
H84 -2.7493 7.7417 -11.2802
H85 -4.8264 5.2895 -7.1129
H86 -4.6780 7.0280 -6.7466
H87 -6.1974 6.4047 -7.1094
H88 -4.5982 8.3884 -9.5882
H89 -6.0834 8.1861 -8.5732
H90 -6.0631 7.5824 -10.2058
O6 1.9910 0.1735 -2.3611
N16 2.6113 -0.6183 -1.6844
O7 3.8590 -0.7239 -1.6884
C31 1.8276 -1.6341 -0.8762
C32 0.4584 -1.5037 -0.6913
C33 -0.3063 -2.4533 -0.0259
C34 0.3677 -3.4907 0.5788
C35 1.7022 -3.7784 0.3725
C36 2.4393 -2.8043 -0.4083
H91 0.0310 -0.5341 -0.8996
H92 -1.3831 -2.3765 0.0073
H93 -0.2667 -4.1772 1.1197
H94 2.2018 -4.6796 0.6959
H95 3.4647 -3.0202 -0.6698
O8 1.7197 -12.3267 3.5246
N17 1.9101 -13.3479 4.1126
O9 1.4904 -13.5664 5.2780
C37 2.6121 -14.4023 3.3679
C38 3.1957 -14.1561 2.1080
C39 3.7910 -15.1714 1.3195
C40 3.9837 -16.4267 1.9258
C41 3.4169 -16.6371 3.1944
C42 2.6844 -15.7238 3.9063
H96 3.2770 -13.1966 1.6191
H97 4.1951 -14.9192 0.3502
H98 4.4633 -17.1800 1.3184
H99 3.4862 -17.6456 3.5747
H100 2.1239 -15.8913 4.8141
O10 13.4851 -0.1459 7.6206
N18 13.8042 -0.0500 6.4503
O11 14.8452 0.5309 6.1281
C43 12.8833 -0.4475 5.3363
C44 13.2341 -0.2863 4.0903
C45 12.3426 -0.7109 3.1108
C46 11.1109 -1.3238 3.3998
C47 10.8246 -1.5155 4.7435
C48 11.7282 -1.1579 5.6863
H101 14.1493 0.1302 3.6962
H102 12.7140 -0.6320 2.0996
H103 10.4375 -1.6855 2.6367
H104 9.8965 -1.9877 5.0299
H105 11.4484 -1.2205 6.7275

The calculation puts the lowest unoccupied orbital energy at -0.79 eV. As for the SMILES: CN(C)P(=O)(N(C)C)N(C)C.CN(C)P(=O)(N(C)C)N(C)C.CN(C)P(=O)(N(C)C)N(C)C.CN(C)P(=O)(N(C)C)N(C)C.CN(C)P(=O)(N(C)C)N(C)C.O=[N+]([O-])c1ccccc1.O=[N+]([O-])c1ccccc1.O=[N+]([O-])c1ccccc1. The calculation puts the orbital gap at 7.37 eV. The value obtained for the HOMO energy is -8.16 eV.


A 12-piece molecular cluster, C48H108Br12O18 overall. Source: the Open Molecules 2025 dataset; level of theory: ωB97M-V/def2-TZVPD.

CARTESIAN COORDINATES (ANGSTROEM)
C1 24.4778 17.4197 17.8731
O1 25.3857 17.7325 16.8517
C2 24.5916 17.9230 15.6709
C3 25.4643 18.3766 14.5711
O2 24.6419 18.4463 13.4451
C4 25.3967 18.5276 12.2414
C5 24.5582 18.0250 11.0208
O3 25.4815 18.2734 9.8843
C6 24.8139 18.0873 8.6741
H1 25.1045 16.9937 18.7454
H2 23.7361 16.6640 17.6646
H3 23.9130 18.3234 18.2035
H4 23.7204 18.6141 15.8937
H5 24.1377 17.0160 15.4702
H6 26.2104 17.6212 14.4154
H7 26.1123 19.2791 14.8601
H8 26.2866 17.8781 12.2800
H9 25.6505 19.5606 12.0832
H10 23.6698 18.5590 10.7775
H11 24.3120 16.9076 11.1094
H12 25.6033 18.2026 7.8988
H13 24.0238 18.7982 8.4988
H14 24.4937 17.0686 8.5990
C7 20.2230 12.2104 9.6818
O4 21.1955 13.1854 9.3701
C8 22.1768 12.7250 8.4385
C9 23.1072 13.9252 8.0732
O5 23.7924 14.3346 9.2333
C10 24.7796 13.3975 9.6312
C11 25.4448 13.9026 10.9490
O6 24.4561 13.7876 11.9908
C12 24.8840 14.5139 13.1093
H15 20.5174 11.6400 10.5431
H16 20.0714 11.5754 8.8605
H17 19.2685 12.7263 10.0044
H18 21.7687 12.4579 7.4296
H19 22.8144 11.9377 8.9172
H20 22.5361 14.7249 7.6172
H21 23.8776 13.4991 7.4055
H22 25.5323 13.2439 8.8854
H23 24.2672 12.4414 9.8314
H24 25.7107 14.9878 10.8349
H25 26.3717 13.3037 11.0399
H26 24.2909 14.2176 13.9528
H27 24.8729 15.5718 12.9501
H28 25.8702 14.0790 13.3943
C13 10.9759 21.0936 10.6533
O7 12.2715 21.5079 10.4216
C14 12.4785 22.8354 10.7828
C15 13.9735 23.1435 10.5817
O8 14.8865 22.5290 11.5326
C16 15.4530 23.5494 12.4346
C17 16.6296 22.9937 13.2519
O9 16.0693 21.9750 14.1191
C18 17.1496 21.4794 14.8437
H29 10.8520 20.0421 10.4182
H30 10.1873 21.6098 10.0404
H31 10.6945 21.2715 11.7149
H32 12.2634 23.2033 11.8543
H33 11.8633 23.5358 10.1939
H34 14.1394 24.2721 10.5758
H35 14.2713 22.7462 9.5668
H36 14.6460 23.8813 13.1814
H37 15.7124 24.3777 11.7895
H38 17.1548 23.7284 13.8035
H39 17.3456 22.4764 12.6809
H40 17.5233 22.1961 15.5791
H41 17.8572 21.2175 14.0882
H42 16.8151 20.5458 15.3918
C19 23.5744 22.6651 15.6506
O10 24.0295 22.6367 16.9613
C20 23.9117 21.3967 17.6768
C21 24.4641 21.6646 18.9965
O11 23.6959 22.5966 19.7965
C22 24.0627 23.9191 19.6563
C23 22.8920 24.7729 20.2050
O12 21.6638 24.3473 19.6600
C24 20.6253 25.2899 20.0542
H43 24.1907 22.0244 14.9889
H44 23.5717 23.6839 15.3200
H45 22.5992 22.2176 15.5786
H46 24.4561 20.5510 17.1509
H47 22.8914 21.1095 17.7333
H48 25.4548 22.0719 18.8944
H49 24.4743 20.6959 19.4616
H50 24.3254 24.2160 18.6395
H51 24.9419 24.2235 20.1852
H52 23.0545 25.8256 19.9053
H53 22.7947 24.5701 21.3481
H54 20.7117 25.6865 21.0278
H55 19.6349 24.8048 19.9923
H56 20.6771 26.1502 19.3867
C25 21.8943 15.5308 11.6136
O13 20.6527 16.1126 11.7871
C26 20.5617 17.4216 12.4025
C27 19.6398 17.3986 13.6054
O14 20.2893 16.8449 14.7603
C28 21.2165 17.6627 15.4006
C29 20.5761 18.4672 16.4886
O15 19.8091 19.4960 16.0399
C30 19.5563 20.3307 17.1120
H57 22.2625 15.6902 10.6284
H58 21.9534 14.4685 11.8687
H59 22.6113 15.9321 12.3789
H60 20.3194 18.2055 11.6940
H61 21.6021 17.6697 12.6700
H62 18.7548 16.6805 13.5186
H63 19.2891 18.3779 13.8554
H64 21.7718 18.3026 14.6236
H65 21.8991 16.9329 15.8158
H66 21.4663 18.9232 17.0157
H67 20.0093 17.8097 17.2059
H68 20.3943 20.9317 17.4235
H69 19.2621 19.7621 18.0881
H70 18.7155 21.0092 16.8298
C31 16.6448 15.7648 11.1474
O16 17.1173 17.0705 11.0699
C32 16.2652 18.1033 10.5783
C33 15.5355 18.8852 11.6795
O17 14.4154 18.2197 12.1239
C34 13.7464 18.9637 13.2015
C35 12.7141 18.1623 13.9657
O18 11.5236 17.9642 13.2500
C36 11.0909 16.6457 13.2085
H71 17.3762 15.2457 11.7864
H72 16.4566 15.2416 10.2032
H73 15.6500 15.7514 11.6830
H74 15.4997 17.6355 9.9274
H75 16.9264 18.7791 10.0876
H76 15.3223 19.9122 11.3383
H77 16.2862 18.9977 12.4695
H78 13.1750 19.7459 12.7540
H79 14.4708 19.3984 13.9614
H80 12.4898 18.6934 14.9366
H81 13.1130 17.1445 14.2588
H82 11.0104 16.1904 14.1845
H83 11.8589 16.0317 12.6621
H84 10.1674 16.8066 12.6382
Br1 20.6681 15.6839 19.7136
C37 19.8748 14.0493 18.9620
C38 18.6505 13.7343 19.8541
Br2 17.7396 12.2782 18.9632
H85 20.5968 13.2668 18.8601
H86 19.5280 14.4505 18.0006
H87 17.9218 14.5467 19.9132
H88 18.8530 13.4454 20.8654
Br3 17.7820 14.6223 7.4566
C39 19.4620 15.5783 7.7517
C40 19.2496 16.9184 8.4002
Br4 20.9570 17.9353 8.4784
H89 19.8598 15.6737 6.7724
H90 19.9488 14.8792 8.3475
H91 18.9833 16.8850 9.4379
H92 18.7175 17.5202 7.7060
Br5 18.7462 22.6896 21.9478
C41 19.5212 21.0625 21.2707
C42 21.0289 21.1253 21.2996
Br6 21.7563 19.5209 20.3835
H93 19.1795 21.0947 20.2573
H94 19.0935 20.2100 21.7350
H95 21.4603 21.1382 22.3396
H96 21.3650 21.9967 20.7618
Br7 17.7141 15.3042 16.2773
C43 16.3806 16.0010 15.1265
C44 16.3181 17.4707 15.1863
Br8 15.6600 18.2581 16.8369
H97 15.3804 15.5481 15.2612
H98 16.7066 15.7272 14.1248
H99 15.6557 17.8574 14.4367
H100 17.3439 17.9245 15.1563
Br9 19.2563 13.0810 13.5636
C45 20.3672 13.6048 15.0453
C46 21.7450 13.0695 14.8027
Br10 22.9581 13.6122 16.2296
H101 19.9007 13.2558 15.9259
H102 20.4334 14.6484 14.9678
H103 22.2578 13.3293 13.9138
H104 21.7538 11.9758 14.8854
Br11 19.6708 21.6499 10.7408
C47 20.3330 22.8882 12.0796
C48 20.7420 22.2602 13.4088
Br12 22.1365 20.8489 13.3694
H105 19.4431 23.5091 12.2380
H106 21.1819 23.4813 11.5898
H107 19.9224 21.7900 13.9113
H108 21.1519 23.0373 14.0682

The calculation puts the lowest unoccupied orbital energy at 0.30 eV. As for the SMILES: COCCOCCOC.COCCOCCOC.COCCOCCOC.COCCOCCOC.COCCOCCOC.COCCOCCOC.BrCCBr.BrCCBr.BrCCBr.BrCCBr.BrCCBr.BrCCBr. Its energy above the lowest of the compared OMol25 structures with the same formula, charge and spin is 158.68 kJ/mol. The calculation puts the orbital gap at 9.35 eV. The value obtained for the HOMO energy is -9.05 eV.